[1]
The following is a DFT calculation (ωB97M-V with the def2-TZVPD basis set) of a cluster of 2 separate species, C7H10O in total at a distorted geometry.

Each line ends with the Löwdin spin population.
Cartesian coordinates (Å):
C 1.87485 -0.52185 0.97972  0.023
C -0.32635 -0.89417 0.31486  0.095
C 0.83795 -0.38086 -0.05200  0.076
C 1.00964 0.44597 -1.18933  0.208
C 0.12729 0.32934 -2.25137  0.116
C -1.09125 -0.25058 -1.85002  0.108
C -1.46227 -0.59127 -0.52802  0.214
H 1.76641 -1.25982 1.71036  0.001
H 1.81878 0.33249 1.56264  0.010
H 2.89818 -0.61518 0.63605  0.001
H -0.63191 -1.47028 1.08939  0.004
H 1.87008 0.89265 -1.32401  0.029
H 0.31613 0.85632 -3.23896  0.006
H -1.99368 -0.17735 -2.58547  0.006
H -2.43307 -0.75456 -0.24974  0.030
H -1.00835 1.79782 1.92611  0.021
H -2.07335 0.78031 2.40768  0.011
O -1.49909 1.48102 2.64211  0.041

Output
HOMO energy (alpha / beta) in eV: 0.621 / -3.686
Energy above the lowest of the compared OMol25 structures with the same formula, charge and spin in eV: 1.701
Total charge: -1
Lowest unoccupied orbital energy (alpha / beta) in eV: 4.2388 / 4.0445
Spin multiplicity: 2

=====

[2]
The following is a DFT calculation (ωB97M-V with the def2-TZVPD basis set) of a cluster of 2 separate species, C7H10O in total at a distorted geometry.

Each line ends with the natural charge from an NBO analysis.
Cartesian coordinates (Å):
C 0.32660 -1.65920 2.00641  -0.630
C 0.11945 -1.04726 0.64809  -0.017
C 1.25198 -0.43262 0.06887  -0.219
C 1.22567 0.19024 -1.15381  -0.180
C -0.01667 0.12537 -1.81210  -0.229
C -1.13075 -0.38280 -1.18311  -0.214
C -1.12755 -0.98682 0.06505  -0.225
H 0.25901 -2.72737 1.84865  0.220
H -0.46079 -1.44507 2.72199  0.211
H 1.24197 -1.39926 2.52382  0.216
H 2.14516 -0.26426 0.76079  0.207
H 2.03204 0.68256 -1.63164  0.219
H -0.21016 0.59106 -2.78931  0.214
H -2.19054 -0.06937 -1.39579  0.208
H -2.02901 -1.38861 0.62671  0.219
O -0.40853 3.16210 0.50274  -0.939
H -1.29287 3.01683 0.15671  0.470
H -0.43312 2.92075 1.43285  0.469

Output
HOMO energy in eV: -8.890
Energy above the lowest of the compared OMol25 structures with the same formula, charge and spin in eV: 0.645
Lowest unoccupied orbital energy in eV: 0.7871
SMILES: Cc1ccccc1.O
Spin multiplicity: 1

=====

[3]
The following is a DFT calculation (ωB97M-V with the def2-TZVPD basis set) of an isolated molecule of C7H10O.

Each line ends with the natural charge from an NBO analysis.
Cartesian coordinates (Å):
C 2.34903 1.81016 0.48434  -0.237
C 1.50859 1.01097 0.17977  -0.007
C 0.47122 0.06661 -0.13034  -0.183
C -0.88582 0.53487 0.40739  0.130
C -2.08274 -0.27994 -0.06780  -0.626
O -0.89053 0.49227 1.82344  -0.721
C 0.61641 -0.70529 -1.41651  -0.388
C 0.87101 -1.38688 -0.11134  -0.388
H 3.09747 2.50712 0.71732  0.233
H -1.02536 1.58194 0.07955  0.167
H -2.26241 -0.11937 -1.12818  0.211
H -1.93516 -1.34038 0.12564  0.207
H -2.95608 0.04845 0.49088  0.231
H -0.09760 0.93300 2.14614  0.476
H 1.45839 -0.46696 -2.04115  0.225
H -0.27983 -0.95668 -1.96053  0.221
H 1.89155 -1.62042 0.15437  0.226
H 0.15185 -2.10947 0.24700  0.222

Output
HOMO energy in eV: -9.649
Energy above the lowest of the compared OMol25 structures with the same formula, charge and spin in eV: 2.559
Lowest unoccupied orbital energy in eV: 0.9971
SMILES: C#CC1([C@@H](C)O)CC1
Spin multiplicity: 1

=====

[4]
The following is a DFT calculation (ωB97M-V with the def2-TZVPD basis set) of an isolated molecule of C7H10O at a distorted geometry.

Each line ends with the natural charge from an NBO analysis.
Cartesian coordinates (Å):
C -0.17031 1.20228 2.21625  -0.581
C -1.03588 0.42686 1.43306  -0.418
C -0.25580 -0.21229 0.28711  -0.136
C 0.98151 0.08627 -0.13885  -0.038
C 1.26055 -0.45552 -1.64978  -0.449
C -0.18031 -0.96866 -2.08862  -0.483
C -0.86924 -0.43598 -0.87506  0.509
O -2.10274 -0.45900 -0.90840  -0.578
H 0.70307 1.86317 1.64715  0.208
H -0.53705 1.51562 3.20229  0.228
H 0.52592 0.15301 2.25318  0.192
H -1.35974 -0.48003 1.99545  0.218
H -1.73269 0.97623 1.13580  0.208
H 1.76953 0.51576 0.36967  0.196
H 1.92783 -1.31645 -1.63461  0.215
H 1.90614 0.18052 -2.17413  0.222
H -0.68459 -0.49525 -2.92563  0.246
H -0.14621 -2.09653 -2.14490  0.241

Output
HOMO energy in eV: -9.087
Energy above the lowest of the compared OMol25 structures with the same formula, charge and spin in eV: 4.677
Lowest unoccupied orbital energy in eV: 0.6035
SMILES: CCC1=CCCC1=O
Spin multiplicity: 1

=====

[5]
The following is a DFT calculation (ωB97M-V with the def2-TZVPD basis set) of a cluster of 2 separate species, C7H10O in total at a distorted geometry.

Each line ends with the natural charge from an NBO analysis.
Cartesian coordinates (Å):
C 0.11641 0.43387 1.77750  -0.213
C 0.97918 1.30964 1.28668  -0.229
C 1.94276 0.82645 0.47901  -0.228
C 2.05799 -0.48500 -0.02384  -0.196
C 1.24250 -1.45341 0.70786  -0.212
C 0.24368 -0.92840 1.45271  -0.250
H -0.60475 0.67170 2.49592  0.214
H 0.90854 2.46707 1.40852  0.225
H 2.73354 1.53473 0.17363  0.209
H 2.59301 -0.65123 -1.19724  0.236
H 1.49259 -2.57735 0.61609  0.223
H -0.08937 -1.77419 2.08450  0.219
C -2.93074 -0.54841 -2.13397  -0.305
O -2.24900 0.82880 -2.32465  -0.762
H -3.44550 -0.37992 -3.18862  0.203
H -2.07630 -1.31961 -2.39898  0.198
H -3.72277 -0.70568 -1.25292  0.205
H -1.70771 1.17561 -1.41939  0.463

Output
HOMO energy in eV: -9.180
Energy above the lowest of the compared OMol25 structures with the same formula, charge and spin in eV: 4.122
Lowest unoccupied orbital energy in eV: 0.6982
SMILES: c1ccccc1.CO
Spin multiplicity: 1

=====

[6]
The following is a DFT calculation (ωB97M-V with the def2-TZVPD basis set) of a structure of composition C7H10O at a distorted geometry.

Each line ends with the natural charge from an NBO analysis.
Cartesian coordinates (Å):
C -0.78805 1.86751 0.52918  -0.639
C -0.32315 -1.68748 0.56400  -0.649
C 1.83558 -0.36735 0.39054  -0.669
C -0.89691 0.78538 -0.46849  -0.157
C 0.46228 -0.62979 -0.15046  0.227
C 0.06468 -0.03952 -1.38054  -0.324
C -1.47296 0.22150 -1.55634  0.538
O -2.37530 -0.27128 -2.19844  -0.571
H 0.77980 0.44310 -2.04184  0.198
H -0.83136 1.49068 1.55945  0.209
H -1.63234 2.55162 0.40485  0.241
H 0.13787 2.43741 0.41076  0.216
H 0.24884 -2.62220 0.55703  0.223
H -0.47193 -1.41958 1.61640  0.215
H 2.36174 -1.30615 0.58799  0.241
H 2.43790 0.24657 -0.28132  0.226
H 1.76073 0.16351 1.34719  0.231
H -1.29741 -1.86393 0.11003  0.246

Output
HOMO energy in eV: -8.215
Energy above the lowest of the compared OMol25 structures with the same formula, charge and spin in eV: 3.762
Lowest unoccupied orbital energy in eV: 0.5832
Spin multiplicity: 1